# 1
C8H18Cu2O12 as an isolated structure. Source: the Open Molecules 2025 dataset; level of theory: the ωB97M-V functional and the def2-TZVPD basis.

Element x y z (Å)
Cu (0.0104, -0.1372, 0.1220)
Cu (-0.1674, -2.3775, 2.1089)
C (-1.5844, -3.6591, 0.2810)
O (-0.8117, -4.4340, 0.8371)
O (-1.2187, -2.5899, -0.1568)
O (-2.7983, -3.8969, 0.3230)
C (-2.0009, -0.0949, 1.8585)
O (-0.7941, -0.0568, 2.2494)
O (-2.3853, 0.5721, 0.8948)
O (-2.8228, -0.8659, 2.2326)
C (2.9615, -1.1278, -0.5082)
C (2.8656, 0.3395, 0.1710)
O (2.0478, 0.3837, 1.3692)
O (1.6854, -1.7604, -0.3266)
H (3.6643, -1.6454, 0.1448)
H (3.3728, -1.2073, -1.5145)
H (2.5045, 0.9968, -0.6200)
H (3.8858, 0.5975, 0.4552)
H (1.8734, 1.2753, 1.6794)
H (1.7540, -2.6931, -0.5435)
C (-0.3754, -1.1795, -3.4283)
C (-1.1913, -0.5212, -4.5671)
O (-0.4417, -0.6341, -5.7209)
O (-0.8507, -0.6721, -2.1506)
H (0.6311, -0.7678, -3.5020)
H (-0.3084, -2.2655, -3.4928)
H (-1.4203, 0.5282, -4.3818)
H (-2.1885, -0.9438, -4.6903)
H (-0.1476, -1.5128, -5.9718)
H (-0.9530, -1.4617, -1.6143)
C (-0.3048, 3.6125, 2.0278)
C (-0.8992, 3.4123, 3.4562)
O (0.1566, 3.1537, 4.3793)
O (0.0911, 2.4148, 1.5199)
H (0.4706, 4.3521, 1.8281)
H (-1.1530, 4.0128, 1.4725)
H (-1.5756, 2.5586, 3.4143)
H (-1.3710, 4.3238, 3.8231)
H (0.2161, 2.2102, 4.5461)
H (-0.4268, 1.7610, 1.9953)

Output
- Charge: -2
- Gap between HOMO and LUMO: 3.74 eV
- Energy relative to the best compared isomer or geometry (same formula, charge and spin): 345.99 kJ/mol
- Calculated total energy: -122432.36630 eV

These are the natural (NBO) partial charges, in e, on atoms 1 to 8: 0.862, 0.831, 0.890, -0.915, -0.954, -0.846, 0.873, -1.033

# 2
C54H55AsBrIN9O6PSn as an isolated structure. Source: the Open Molecules 2025 dataset; level of theory: the ωB97M-V functional and the def2-TZVPD basis.

Element x y z (Å)
Sn (-1.3876, -0.1752, -0.0262)
O (1.3380, 1.1131, 3.4323)
C (0.4195, 0.8483, 2.5403)
O (0.6200, 0.2902, 1.4787)
C (-0.9445, 1.3211, 2.9402)
C (-1.1792, 1.9585, 4.1493)
C (-2.4809, 2.3062, 4.4608)
C (-3.4910, 2.0106, 3.5561)
C (-3.1571, 1.4007, 2.3589)
N (-1.9037, 1.0607, 2.0593)
C (-4.1766, 1.0101, 1.3212)
O (-5.3804, 1.5556, 1.3687)
O (-3.9309, 0.1375, 0.5256)
H (2.2303, 0.8274, 3.1339)
H (-0.3587, 2.1574, 4.8221)
H (-2.7121, 2.7934, 5.3982)
H (-4.5200, 2.2414, 3.7981)
H (-5.4059, 2.3668, 1.8940)
C (2.5245, 0.4709, -1.2010)
C (3.7358, 1.2936, -1.6208)
As (5.3517, 0.3847, -0.9323)
C (4.9772, 0.7948, 0.9560)
C (5.1009, 2.0821, 1.4793)
C (4.8206, 2.3350, 2.8138)
C (4.4172, 1.2993, 3.6514)
C (4.2847, 0.0127, 3.1424)
C (4.5668, -0.2321, 1.7993)
C (6.6800, 1.7681, -1.2487)
C (6.4676, 2.8302, -2.1210)
C (7.4660, 3.7739, -2.3313)
C (8.6787, 3.6634, -1.6697)
C (8.8983, 2.6022, -0.8010)
C (7.9067, 1.6558, -0.5977)
P (0.8380, 1.1690, -1.4060)
C (0.5972, 1.4798, -3.1712)
C (1.3727, 2.3968, -3.8867)
C (1.1460, 2.5933, -5.2379)
C (0.1351, 1.8901, -5.8846)
C (-0.6535, 0.9948, -5.1799)
C (-0.4199, 0.7910, -3.8272)
C (0.9453, 2.8195, -0.6480)
C (0.1951, 3.8816, -1.1522)
C (0.1881, 5.1093, -0.5027)
C (0.9243, 5.2907, 0.6604)
C (1.6798, 4.2406, 1.1665)
C (1.6903, 3.0149, 0.5170)
H (2.5870, 0.1966, -0.1430)
H (2.5154, -0.4723, -1.7571)
H (3.7010, 2.3072, -1.2176)
H (3.8003, 1.3575, -2.7068)
H (5.4379, 2.8907, 0.8403)
H (4.9415, 3.3346, 3.2114)
H (4.2317, 1.4909, 4.7009)
H (4.0081, -0.8046, 3.7985)
H (4.4993, -1.2449, 1.4148)
H (5.5277, 2.9366, -2.6476)
H (7.2932, 4.5954, -3.0140)
H (9.4549, 4.3986, -1.8338)
H (9.8459, 2.5086, -0.2873)
H (8.0928, 0.8271, 0.0771)
H (2.1362, 2.9743, -3.3797)
H (1.7468, 3.3058, -5.7874)
H (-0.0488, 2.0592, -6.9373)
H (-1.4690, 0.4785, -5.6676)
H (-1.0688, 0.1194, -3.2769)
H (-0.3793, 3.7526, -2.0620)
H (-0.3855, 5.9289, -0.9162)
H (0.9242, 6.2507, 1.1592)
H (2.2756, 4.3786, 2.0602)
H (2.3095, 2.2172, 0.9114)
N (-2.8217, 3.4002, 0.1051)
C (-2.8672, 2.5384, -0.9748)
O (-1.9892, 1.5984, -1.0184)
C (-3.8389, 2.6748, -1.9456)
C (-4.7671, 3.7451, -1.8463)
N (-5.5394, 4.5878, -1.7035)
C (-3.9010, 1.7313, -3.0026)
N (-3.9285, 0.9469, -3.8449)
H (-1.8752, 3.5654, 0.4265)
H (-3.3439, 4.2594, -0.0196)
C (0.7074, -5.0726, 1.3143)
C (-0.1951, -3.8527, 1.0049)
N (0.1172, -3.3177, -0.3145)
C (1.5187, -2.9252, -0.3737)
C (2.4368, -4.1575, -0.1824)
N (1.5403, -5.3330, 0.0884)
C (0.6522, -5.5960, -1.0985)
C (-0.1707, -4.3074, -1.3458)
H (0.1465, -5.9827, 1.5196)
H (1.4017, -4.8933, 2.1339)
H (-0.0544, -3.0683, 1.7494)
H (-1.2466, -4.1355, 1.0234)
H (1.7085, -2.1787, 0.3992)
H (1.7140, -2.4660, -1.3421)
H (3.1112, -4.0646, 0.6671)
H (3.0202, -4.3973, -1.0698)
H (2.1176, -6.1556, 0.2521)
H (0.0335, -6.4555, -0.8462)
H (1.3003, -5.8612, -1.9318)
H (-1.2364, -4.5318, -1.3381)
H (0.0675, -3.8829, -2.3204)
C (-1.6230, -2.2185, 5.8957)
N (-2.4436, -2.3614, 4.6970)
C (-3.7108, -2.8408, 4.7589)
C (-4.4667, -2.9786, 3.6518)
C (-3.8669, -2.5859, 2.4141)
N (-2.6377, -2.0849, 2.3490)
C (-1.8897, -1.9714, 3.4741)
O (-0.7256, -1.5623, 3.4624)
N (-4.5417, -2.7305, 1.2727)
H (-2.1317, -2.6986, 6.7273)
H (-1.4618, -1.1660, 6.1246)
H (-0.6546, -2.6847, 5.7358)
H (-4.0681, -3.1114, 5.7432)
H (-5.4704, -3.3701, 3.7034)
H (-5.4819, -3.0847, 1.2594)
H (-4.1437, -2.4081, 0.4020)
Br (-5.1098, -5.1236, -1.4481)
C (-5.7762, -3.9643, -2.7938)
C (-7.0057, -4.2740, -3.3563)
C (-7.5381, -3.4535, -4.3376)
C (-6.8475, -2.3260, -4.7548)
C (-5.6182, -2.0127, -4.1957)
C (-5.0841, -2.8377, -3.2153)
I (-3.2189, -2.3136, -2.4278)
H (-7.5367, -5.1551, -3.0248)
H (-8.4960, -3.7010, -4.7740)
H (-7.2619, -1.6823, -5.5183)
H (-5.0796, -1.1277, -4.5064)

Output
- Charge: +2
- Gap between HOMO and LUMO: 6.71 eV
- Energy relative to the best compared isomer or geometry (same formula, charge and spin): 14.67 kJ/mol
- Calculated total energy: -236679.11735 eV

These are the Mulliken partial charges, in e, on atoms 1 to 8: -0.087, -0.696, -0.042, 1.096, -0.522, -0.571, -1.411, -0.876

# 3
C8H32InN4O20 as an isolated structure. Source: the Open Molecules 2025 dataset; level of theory: the ωB97M-V functional and the def2-TZVPD basis.

Element x y z (Å)
In (6.3044, 0.9634, -35.9744)
N (6.5291, 3.8543, -38.1295)
O (5.6642, 2.9671, -38.1971)
O (7.3194, 3.7191, -37.2217)
O (6.6200, 4.7456, -38.8964)
N (4.7045, -0.8005, -39.5491)
O (5.3284, -1.2279, -40.5159)
O (3.4724, -0.6994, -39.5883)
O (5.3044, -0.5328, -38.5273)
N (7.5536, -1.1170, -32.5556)
O (7.3090, -0.5770, -33.5836)
O (7.2485, -2.2886, -32.3630)
O (8.0584, -0.4789, -31.6125)
N (3.7196, 1.1315, -32.5463)
O (4.2411, 1.5267, -31.5155)
O (2.6135, 0.7248, -32.5278)
O (4.3559, 1.1781, -33.6138)
C (4.3847, -2.0647, -34.1184)
O (4.6478, -1.5730, -35.4232)
H (4.8385, -1.4408, -33.3484)
H (3.3159, -2.0557, -33.9047)
H (4.7406, -3.0944, -34.1514)
H (4.2949, -2.2087, -36.0500)
C (7.6111, 2.4759, -32.3692)
O (7.6657, 2.6509, -33.7535)
H (7.2638, 3.3683, -31.8484)
H (6.9241, 1.6775, -32.0888)
H (8.5669, 2.2245, -31.9095)
H (8.2695, 3.3870, -33.8768)
C (5.2123, 4.7435, -34.5013)
O (4.5758, 3.7317, -35.2760)
H (6.0307, 5.2095, -35.0501)
H (4.4512, 5.5205, -34.4302)
H (5.5472, 4.3104, -33.5587)
H (3.7121, 4.1462, -35.2137)
C (2.0920, 1.0954, -36.5911)
O (3.3558, 0.6073, -36.9900)
H (1.4661, 0.2748, -36.2406)
H (2.1717, 1.7980, -35.7616)
H (1.5592, 1.6105, -37.3905)
H (3.2637, 0.1590, -37.8338)
C (7.3585, -2.8059, -36.3275)
O (7.7518, -1.5163, -36.5910)
H (8.1637, -3.5239, -36.4831)
H (6.9993, -2.9912, -35.3152)
H (6.5653, -3.0860, -37.0207)
H (8.4209, -1.5238, -37.2794)
C (10.3310, 1.8062, -35.8325)
O (9.3127, 0.8973, -35.4142)
H (10.8590, 1.5496, -36.7509)
H (9.9314, 2.8171, -35.9116)
H (11.1135, 1.8091, -35.0736)
H (9.6582, 0.4667, -34.6288)
C (9.3787, -2.1663, -39.7657)
O (9.6983, -1.3943, -38.6737)
H (10.0400, -2.0022, -40.6165)
H (9.5775, -3.2143, -39.5415)
H (8.3325, -1.9829, -40.0106)
H (10.5995, -1.6423, -38.4550)
C (7.7613, 1.4014, -39.7862)
O (8.1778, 0.9541, -38.5067)
H (8.5563, 1.2422, -40.5148)
H (6.8459, 1.0032, -40.2238)
H (7.6427, 2.4823, -39.8622)
H (8.9065, 0.3629, -38.7092)

Output
- Charge: -1
- Gap between HOMO and LUMO: 2.53 eV
- Calculated total energy: -60877.10921 eV

These are the natural (NBO) partial charges, in e, on atoms 1 to 8: 1.624, 0.719, -0.433, -0.535, -0.435, 0.726, -0.499, -0.538

# 4
C47H49N5P2Se2Ti as an isolated structure. Source: the Open Molecules 2025 dataset; level of theory: the ωB97M-V functional and the def2-TZVPD basis.

Element x y z (Å)
Ti (-0.2895, -0.2890, 0.0391)
C (-0.1991, -3.6516, -2.9086)
C (-1.3629, -2.7013, -2.6145)
C (-0.8810, -1.2427, -2.5409)
C (-2.1956, -3.1483, -1.4243)
C (-3.3693, -3.8552, -1.6434)
C (-4.1473, -4.2844, -0.5783)
C (-3.7744, -4.0019, 0.7246)
C (-2.6096, -3.2933, 1.0016)
C (-2.2394, -2.9160, 2.4232)
C (-2.4254, -4.0635, 3.4143)
C (-3.0546, -1.6894, 2.8476)
C (-1.8371, -2.8999, -0.0951)
N (-0.6168, -2.1719, 0.1272)
C (0.5647, -2.7667, 0.3358)
C (1.7147, -2.0050, 0.2865)
C (3.0576, -2.3159, 0.5171)
C (3.7802, -1.1466, 0.3479)
C (2.8839, -0.1179, 0.0233)
N (1.6228, -0.6150, -0.0286)
C (3.1776, 1.3373, -0.2144)
C (2.5222, 2.1503, 0.9124)
C (2.6053, 1.7593, -1.5737)
C (4.6877, 1.5792, -0.1988)
H (0.3070, -3.3636, -3.8310)
H (-0.5545, -4.6746, -3.0223)
H (0.5443, -3.6409, -2.1075)
H (-2.0396, -2.7447, -3.4698)
H (0.1258, -1.1607, -2.0925)
H (-1.6385, -0.6287, -2.0333)
H (-0.7642, -0.7995, -3.5307)
H (-3.6782, -4.0699, -2.6591)
H (-5.0583, -4.8358, -0.7684)
H (-4.4008, -4.3362, 1.5409)
H (-1.1850, -2.6320, 2.4488)
H (-3.4765, -4.3283, 3.5330)
H (-2.0530, -3.7676, 4.3952)
H (-1.8853, -4.9571, 3.1000)
H (-4.1153, -1.9396, 2.9151)
H (-2.9559, -0.8809, 2.1181)
H (-2.7250, -1.3224, 3.8216)
H (0.5998, -3.8348, 0.5323)
H (3.4406, -3.2939, 0.7658)
H (4.8467, -1.0344, 0.4448)
H (1.4328, 2.0534, 0.8990)
H (2.7565, 3.2087, 0.7858)
H (2.8834, 1.8283, 1.8910)
H (1.5204, 1.6336, -1.6185)
H (3.0520, 1.1861, -2.3871)
H (2.8218, 2.8144, -1.7478)
H (5.1249, 1.3295, 0.7691)
H (4.8867, 2.6337, -0.3893)
H (5.1941, 1.0006, -0.9725)
Se (-3.0821, 3.5800, 4.8058)
P (-1.0849, 2.9442, 4.9132)
C (-0.6088, 2.0878, 6.4193)
C (-1.5947, 1.4798, 7.1913)
C (-1.2364, 0.7894, 8.3382)
C (0.0978, 0.7127, 8.7139)
C (1.0796, 1.3269, 7.9479)
C (0.7300, 2.0163, 6.7985)
C (0.1369, 4.2436, 4.6299)
C (-0.0671, 5.4621, 5.2758)
C (0.8547, 6.4852, 5.1239)
C (1.9730, 6.3018, 4.3195)
C (2.1739, 5.0921, 3.6707)
C (1.2595, 4.0602, 3.8286)
C (-0.7376, 1.7235, 3.5981)
C (-1.1086, 1.6906, 2.2713)
N (-0.6054, 0.5186, 1.7913)
N (0.0430, -0.1273, 2.7736)
N (-0.0294, 0.5775, 3.8501)
P (-1.8703, 2.7768, 1.0669)
Se (-1.5328, 1.6404, -0.8444)
C (-3.6202, 2.9353, 1.2715)
C (-4.2676, 4.0112, 0.6625)
C (-5.6454, 4.1089, 0.7587)
C (-6.3622, 3.1374, 1.4449)
C (-5.7125, 2.0619, 2.0394)
C (-4.3373, 1.9542, 1.9547)
C (-1.0484, 4.3543, 0.9821)
C (0.0042, 4.5721, 0.0921)
C (0.6606, 5.7902, 0.1014)
C (0.2709, 6.7821, 0.9933)
C (-0.7793, 6.5658, 1.8739)
C (-1.4486, 5.3532, 1.8752)
H (-2.6349, 1.5681, 6.9032)
H (-1.9992, 0.3226, 8.9467)
H (0.3729, 0.1814, 9.6155)
H (2.1166, 1.2766, 8.2517)
H (1.4960, 2.5036, 6.2082)
H (-0.9483, 5.6070, 5.8896)
H (0.7023, 7.4263, 5.6355)
H (2.6921, 7.1024, 4.2051)
H (3.0498, 4.9485, 3.0505)
H (1.4311, 3.1112, 3.3360)
H (-3.7054, 4.7687, 0.1307)
H (-6.1587, 4.9438, 0.3021)
H (-7.4383, 3.2207, 1.5209)
H (-6.2788, 1.3192, 2.5844)
H (-3.8235, 1.1406, 2.4498)
H (0.2972, 3.8063, -0.6151)
H (1.4671, 5.9732, -0.5961)
H (0.7856, 7.7341, 0.9952)
H (-1.0819, 7.3411, 2.5646)
H (-2.2583, 5.1768, 2.5728)

Output
- Charge: +2
- Gap between HOMO and LUMO: 5.09 eV
- Energy relative to the best compared isomer or geometry (same formula, charge and spin): 0.00 kJ/mol
- Calculated total energy: -229359.60031 eV

These are the Mulliken partial charges, in e, on atoms 1 to 8: -0.410, -1.397, 0.371, -1.104, 0.687, -1.207, -1.434, -0.528

| no. | highest occupied orbital energy (hartree) |
| --- | --- |
| 1 | 0.0236 |
| 2 | -0.4388 |
| 3 | -0.2089 |
| 4 | -0.4601 |